# 1
{"formula": "C24H32O24", "method": "wB97M-V/def2-TZVPD", "e_lumo_ha": -0.0156, "smiles": "O=C1OCCO1.O=C1OCCO1.O=C1OCCO1.O=C1OCCO1.O=C1OCCO1.O=C1OCCO1.O=C1OCCO1.O=C1OCCO1", "homo_lumo_gap_ev": 9.82, "total_charge": 0, "e_homo_ha": -0.377, "species": ["C", "C", "O", "C", "O", "O", "H", "H", "H", "H", "C", "C", "O", "C", "O", "O", "H", "H", "H", "H", "C", "C", "O", "C", "O", "O", "H", "H", "H", "H", "C", "C", "O", "C", "O", "O", "H", "H", "H", "H", "C", "C", "O", "C", "O", "O", "H", "H", "H", "H", "C", "C", "O", "C", "O", "O", "H", "H", "H", "H", "C", "C", "O", "C", "O", "O", "H", "H", "H", "H", "C", "C", "O", "C", "O", "O", "H", "H", "H", "H"], "coordinates": [[-17.3757, 22.0704, -37.4952], [-18.5653, 22.2813, -38.4541], [-17.9833, 22.9452, -39.5505], [-16.7914, 23.4593, -39.1918], [-16.1298, 24.1806, -39.8626], [-16.4088, 22.9976, -37.9768], [-16.9743, 21.0584, -37.6052], [-17.5849, 22.1922, -36.4351], [-19.2617, 22.9609, -37.9584], [-19.0358, 21.3155, -38.6071], [-16.3538, 31.0575, -42.5914], [-15.2979, 30.0779, -43.1431], [-15.1993, 30.5284, -44.5096], [-16.1888, 31.3721, -44.8347], [-16.4055, 31.8104, -45.9118], [-16.9549, 31.6407, -43.7325], [-15.8808, 31.7844, -41.9381], [-17.0931, 30.4584, -42.0601], [-15.4987, 29.0130, -43.1320], [-14.3705, 30.3406, -42.6482], [-12.8744, 20.9933, -37.1983], [-13.4627, 22.2621, -36.5635], [-12.7588, 22.3866, -35.3264], [-11.7265, 21.4978, -35.2961], [-10.9244, 21.4196, -34.4239], [-11.7204, 20.7292, -36.3947], [-12.5076, 21.1986, -38.2012], [-13.4936, 20.1007, -37.1554], [-14.5167, 22.0463, -36.4020], [-13.3184, 23.1023, -37.2357], [-11.8188, 29.2508, -40.3431], [-11.9445, 29.6500, -38.8696], [-12.4493, 30.9886, -38.9701], [-13.1386, 31.0919, -40.1176], [-13.8990, 31.9348, -40.4640], [-12.8846, 30.0198, -40.9119], [-12.0844, 28.2064, -40.4961], [-10.8610, 29.4735, -40.8095], [-10.9551, 29.7516, -38.4263], [-12.5529, 28.9545, -38.2972], [-16.4794, 23.8029, -33.4504], [-15.1674, 24.0334, -34.2374], [-14.5695, 25.1430, -33.5722], [-15.4371, 25.6978, -32.7046], [-15.3077, 26.7213, -32.1254], [-16.5319, 24.8930, -32.5530], [-16.4891, 22.8687, -32.8971], [-17.2854, 23.8694, -34.1844], [-15.2925, 24.2899, -35.2879], [-14.5466, 23.1503, -34.1271], [-14.3976, 26.4733, -38.3974], [-15.5544, 27.0078, -37.5106], [-16.2382, 27.9059, -38.3753], [-15.6036, 28.0328, -39.5444], [-15.8999, 28.7498, -40.4383], [-14.4684, 27.2912, -39.5517], [-14.1741, 25.4152, -38.5070], [-13.4911, 26.7324, -37.8332], [-15.1535, 27.5820, -36.6791], [-16.1949, 26.2057, -37.1487], [-8.9417, 23.6600, -36.2703], [-8.7868, 25.1270, -35.7737], [-10.0318, 25.7184, -36.1621], [-10.7586, 24.8502, -36.8711], [-11.8297, 25.0980, -37.3298], [-10.1110, 23.6878, -37.0539], [-8.9881, 23.0359, -35.3785], [-8.0540, 23.3735, -36.8297], [-7.9979, 25.6774, -36.2830], [-8.5924, 25.1514, -34.7058], [-19.3016, 28.8482, -39.8114], [-20.5141, 29.7272, -39.5982], [-21.3307, 29.4875, -40.7100], [-20.9526, 28.3030, -41.2796], [-21.5796, 27.7046, -42.0877], [-19.8659, 27.8007, -40.6470], [-18.8501, 28.3395, -38.9663], [-18.5306, 29.3314, -40.4113], [-20.1350, 30.7456, -39.4528], [-21.0348, 29.5752, -38.6463]], "atomic_forces_ev_per_a": [[0.049, -0.856, -0.526], [0.178, 0.292, 2.240], [-0.083, -0.274, -0.401], [0.295, -0.134, -0.436], [-0.092, 0.090, 0.117], [-0.045, 0.253, 0.456], [0.129, 0.057, -0.098], [-0.098, 0.477, -0.055], [-0.285, -0.060, -0.318], [-0.092, 0.183, -0.928], [-0.226, -1.614, 0.423], [0.244, 1.650, -0.319], [0.347, -0.287, -0.385], [-0.441, -0.221, 0.989], [0.057, 0.187, -0.459], [0.329, 0.148, -0.443], [-0.190, 0.229, -0.088], [-0.178, 0.451, 0.173], [-0.256, 0.037, 0.147], [0.229, -0.581, -0.119], [0.877, 0.255, -0.020], [-0.326, -1.224, -0.524], [0.088, -0.076, -0.272], [0.057, 0.068, -0.223], [-0.007, 0.205, 0.176], [0.033, -0.053, 0.165], [-0.229, -0.247, -0.127], [-0.236, 0.134, -0.132], [-0.073, 0.592, 0.339], [0.042, 0.364, 0.429], [-1.033, -0.565, 0.420], [1.730, 0.296, -0.688], [-0.619, -0.059, 0.465], [-0.363, -0.737, -0.974], [0.112, 0.556, 0.574], [0.597, 0.081, -0.058], [0.193, -0.023, -0.040], [-0.031, 0.253, 0.032], [-0.131, -0.215, 0.278], [-0.402, 0.357, 0.068], [0.333, 0.437, -1.052], [-0.043, -0.474, 0.834], [0.183, 0.184, -0.130], [-0.604, -0.384, 0.251], [0.323, 0.082, -0.059], [-0.009, 0.277, -0.068], [-0.089, -0.035, -0.017], [-0.413, -0.164, 0.490], [-0.150, -0.053, -0.018], [0.369, 0.235, -0.177], [1.504, 1.100, 2.174], [0.611, -0.782, -0.439], [-0.869, -0.087, 0.114], [1.195, -0.274, 0.058], [-0.586, 0.326, -0.228], [-0.224, -0.604, -0.403], [-1.221, -0.156, -0.900], [0.069, 0.359, -0.410], [-0.143, -0.042, 0.124], [-0.340, 0.209, -0.099], [1.501, 1.017, 1.122], [0.243, -0.487, -0.768], [0.006, 0.035, 0.603], [0.141, 0.265, -0.137], [-0.305, -0.107, -0.092], [-0.273, -0.483, 0.049], [-0.653, -0.444, -0.346], [-0.321, -0.190, -0.401], [0.039, -0.046, -0.038], [-0.461, 0.296, 0.098], [-0.235, -1.067, -0.913], [1.190, 0.919, 1.879], [0.139, 0.071, -0.606], [-0.416, -0.787, 1.023], [0.040, 0.374, -0.421], [0.115, 0.478, -0.202], [-0.110, 0.330, 0.253], [0.068, 0.139, 0.212], [-0.495, 0.220, -0.924], [-0.265, -0.678, -0.293]]}

# 2
{"formula": "C24H33Cl2MnN6O3PS2", "method": "wB97M-V/def2-TZVPD", "e_lumo_ha": [-0.1508, -0.1200], "multiplicity": 5, "homo_lumo_gap_ev": [6.36, 7.22], "total_charge": 1, "e_homo_ha": [-0.385, -0.385], "species": ["Mn", "Cl", "C", "Cl", "H", "H", "C", "C", "C", "C", "C", "C", "C", "C", "H", "H", "H", "H", "H", "N", "C", "C", "C", "C", "C", "C", "S", "O", "O", "N", "C", "S", "C", "C", "N", "H", "H", "H", "H", "H", "H", "H", "H", "C", "N", "C", "P", "O", "N", "C", "C", "N", "C", "C", "H", "H", "H", "H", "H", "H", "H", "H", "H", "H", "H", "H", "H", "H", "H", "H", "H", "H"], "coordinates": [[0.7187, -0.5413, -0.0274], [-0.4013, 0.5636, 4.8539], [0.3298, 0.6937, 3.2791], [-0.1189, -0.7486, 2.2728], [1.4111, 0.6846, 3.3513], [-0.0433, 1.5566, 2.7392], [0.6378, 1.3887, -0.0798], [0.5982, 2.6035, -0.1412], [0.5412, 4.0360, -0.1976], [0.5464, 4.6933, -1.4287], [0.4743, 6.0754, -1.4760], [0.3965, 6.8100, -0.3008], [0.3934, 6.1614, 0.9265], [0.4651, 4.7794, 0.9822], [0.6092, 4.1166, -2.3421], [0.4814, 6.5803, -2.4325], [0.3411, 7.8895, -0.3404], [0.3364, 6.7325, 1.8433], [0.4667, 4.2703, 1.9369], [4.4015, -2.3727, 5.7979], [3.7362, -2.7548, 4.6610], [2.3565, -2.9928, 4.6873], [1.6821, -3.3356, 3.5328], [2.3714, -3.4454, 2.3309], [3.7470, -3.2294, 2.2947], [4.4220, -2.8808, 3.4433], [1.5137, -3.8341, 0.8599], [2.3266, -4.7217, 0.0716], [0.1576, -4.1368, 1.2052], [1.4590, -2.4334, 0.0123], [2.3822, -2.1004, -0.9147], [3.6626, -2.9052, -1.7110], [4.0295, -1.4157, -2.5395], [3.1813, -0.4269, -2.1977], [2.2378, -0.8293, -1.2784], [3.9579, -2.5453, 6.6836], [5.4035, -2.4538, 5.8096], [1.8180, -2.9200, 5.6240], [0.6192, -3.5325, 3.5582], [4.2924, -3.3537, 1.3680], [5.4922, -2.7193, 3.4143], [4.8465, -1.3655, -3.2382], [3.1794, 0.5874, -2.5610], [-3.1912, -2.9320, -1.1743], [-3.4453, -1.4938, -1.2127], [-4.8448, -1.1194, -1.0948], [-2.2259, -0.4569, -1.5109], [-1.0033, -0.9481, -0.7458], [-2.6866, 1.0291, -1.0271], [-2.9438, 1.2883, 0.3825], [-2.8292, 2.1888, -1.8916], [-1.8683, -0.4399, -3.1067], [-0.5916, 0.0377, -3.6166], [-2.9037, -0.5780, -4.1237], [-3.5284, -3.3471, -0.2229], [-2.1275, -3.1360, -1.2712], [-3.7255, -3.4331, -1.9854], [-5.2355, -1.4033, -0.1148], [-5.4405, -1.6275, -1.8584], [-4.9694, -0.0460, -1.2212], [-2.8040, 0.3804, 0.9688], [-3.9683, 1.6390, 0.5307], [-2.2529, 2.0515, 0.7509], [-2.5274, 1.9515, -2.9085], [-2.1951, 3.0012, -1.5272], [-3.8657, 2.5363, -1.9075], [0.1303, 0.1430, -2.8083], [-0.7041, 1.0082, -4.1101], [-0.1938, -0.6738, -4.3435], [-3.8588, -0.8352, -3.6725], [-2.6340, -1.3675, -4.8279], [-3.0258, 0.3548, -4.6821]], "atomic_forces_ev_per_a": [[0.271, 0.009, -0.203], [0.002, 0.022, 0.026], [0.052, -0.069, -0.268], [-0.126, 0.012, 0.359], [-0.016, 0.024, 0.061], [0.024, 0.006, 0.037], [0.045, 0.108, -0.007], [0.023, -0.165, 0.041], [-0.039, -0.066, 0.044], [-0.010, 0.034, -0.011], [0.001, -0.014, 0.006], [0.002, 0.017, 0.007], [0.004, -0.036, 0.010], [-0.006, 0.060, -0.054], [0.005, -0.019, 0.000], [-0.001, 0.010, -0.003], [0.000, 0.003, -0.004], [-0.001, 0.011, -0.004], [0.002, -0.007, 0.010], [0.022, 0.035, 0.067], [-0.004, -0.021, -0.036], [-0.003, -0.004, -0.014], [-0.005, 0.002, -0.011], [0.032, 0.039, 0.096], [0.007, -0.005, -0.029], [-0.014, 0.005, 0.023], [-0.051, -0.178, 0.002], [-0.092, 0.020, 0.046], [0.060, -0.036, -0.035], [0.035, 0.058, -0.054], [-0.194, 0.107, 0.133], [0.061, -0.007, -0.025], [-0.063, 0.114, -0.032], [0.080, -0.172, -0.022], [0.245, 0.218, 0.018], [-0.001, -0.003, -0.012], [-0.004, -0.011, -0.013], [0.002, 0.004, 0.010], [-0.005, -0.010, -0.014], [0.000, -0.008, -0.019], [0.007, 0.001, -0.002], [0.015, -0.014, -0.014], [0.021, 0.019, -0.007], [0.032, -0.061, -0.013], [-0.001, 0.077, 0.053], [-0.049, 0.035, -0.042], [0.248, -0.098, 0.128], [-0.471, -0.080, -0.235], [-0.131, 0.029, -0.025], [0.014, -0.023, 0.043], [0.049, 0.017, -0.021], [-0.132, 0.022, -0.031], [0.083, -0.028, 0.055], [0.026, -0.015, -0.031], [-0.013, 0.006, -0.002], [-0.003, 0.015, 0.013], [0.005, 0.000, 0.006], [0.010, -0.012, -0.004], [-0.001, 0.007, 0.004], [0.019, 0.001, 0.013], [0.005, -0.004, -0.011], [-0.006, 0.009, -0.005], [-0.004, -0.005, 0.005], [-0.021, -0.015, 0.003], [0.008, 0.005, 0.000], [-0.001, 0.009, 0.008], [-0.043, 0.007, -0.033], [0.007, 0.009, -0.003], [-0.004, 0.005, 0.003], [-0.004, -0.023, 0.026], [0.013, 0.017, -0.009], [-0.019, 0.001, 0.002]]}

# 3
{"formula": "C24H33ClN2OTi", "method": "wB97M-V/def2-TZVPD", "e_lumo_ha": -0.3239, "homo_lumo_gap_ev": 5.11, "total_charge": 2, "e_homo_ha": -0.512, "species": ["C", "C", "C", "C", "Cl", "H", "H", "H", "H", "H", "H", "H", "H", "H", "C", "C", "C", "H", "C", "C", "H", "H", "H", "H", "C", "C", "C", "H", "C", "C", "H", "H", "H", "H", "Ti", "C", "C", "N", "C", "C", "C", "O", "C", "C", "C", "C", "N", "C", "H", "H", "H", "H", "H", "H", "H", "H", "H", "H", "H", "H", "H", "H"], "coordinates": [[7.1038, -2.5989, -2.1057], [6.9404, -3.6754, -3.2106], [8.1318, -1.5428, -2.5897], [7.6574, -3.2804, -0.8269], [5.5718, -1.8404, -1.7710], [9.1172, -1.9809, -2.8136], [8.2581, -0.7771, -1.8087], [7.7492, -1.0569, -3.5005], [7.8878, -4.1813, -3.4543], [6.5524, -3.1994, -4.1245], [6.2157, -4.4324, -2.8731], [8.6280, -3.7736, -0.9944], [6.9362, -4.0360, -0.4788], [7.7813, -2.5223, -0.0382], [-0.3149, 1.2300, -2.5301], [0.8854, 1.9925, -2.4755], [1.9615, 1.1389, -2.8852], [0.9509, 3.0557, -2.2521], [1.4185, -0.1574, -3.2063], [0.0217, -0.1017, -2.9853], [-0.6909, -0.9106, -3.1853], [-1.3287, 1.6102, -2.3614], [3.0036, 1.4437, -3.0358], [1.9789, -1.0099, -3.6059], [0.8957, 0.0940, 1.6843], [0.4139, 1.3975, 1.2763], [1.5080, 2.1235, 0.7313], [-0.5905, 1.7945, 1.4604], [2.6638, 1.2777, 0.7897], [2.2795, 0.0229, 1.3861], [2.9439, -0.8171, 1.6172], [0.3065, -0.6798, 2.1906], [1.4806, 3.1634, 0.4132], [3.6865, 1.5671, 0.5246], [0.9941, 0.3528, -0.7623], [-5.0108, 2.9221, 4.4110], [-5.6923, 2.3219, 3.1902], [-5.2023, 0.9738, 2.6899], [-6.1745, -0.1271, 2.6158], [-7.4198, 0.1551, 1.7897], [-3.8429, 0.9175, 2.3208], [-3.0210, 1.7034, 2.7635], [-3.3552, 0.0197, 1.1827], [-4.2462, -0.2148, 0.1445], [-3.6922, -0.4599, -1.0838], [-2.3189, -0.3662, -1.2640], [-1.4563, -0.1604, -0.2750], [-1.9880, -0.0791, 0.9374], [-5.1077, 2.2538, 5.2634], [-5.5228, 3.8458, 4.6381], [-3.9733, 3.1556, 4.2315], [-6.7532, 2.2186, 3.4101], [-5.5987, 3.0229, 2.3557], [-5.6464, -1.0174, 2.2580], [-6.4777, -0.3355, 3.6447], [-7.2072, 0.3674, 0.7407], [-8.0424, -0.7261, 1.8307], [-7.9914, 0.9861, 2.1909], [-5.3307, -0.1016, 0.2367], [-4.3591, -0.6041, -1.9357], [-2.1502, -0.4080, -2.3751], [-1.4178, 0.0466, 1.8891]], "atomic_forces_ev_per_a": [[3.361, -1.662, -0.741], [-0.670, 0.316, 0.141], [-0.657, 0.339, 0.143], [-0.661, 0.318, 0.158], [-1.279, 0.640, 0.278], [-0.486, -0.058, 0.155], [0.044, -0.179, -0.296], [0.212, -0.087, 0.261], [-0.257, 0.349, 0.273], [0.127, -0.238, 0.215], [0.237, 0.165, -0.194], [-0.399, 0.277, -0.181], [0.287, 0.194, -0.024], [0.012, -0.302, -0.167], [0.371, -0.171, -0.303], [0.032, -0.446, 0.058], [0.073, -0.374, 0.464], [0.032, -0.345, -0.040], [0.217, 0.780, 0.544], [0.219, 0.491, 0.402], [0.733, 0.375, 0.109], [0.669, -0.139, 0.029], [-0.493, -0.187, 0.244], [-0.205, 0.367, 0.329], [0.029, 0.550, -0.596], [0.463, -0.052, 0.175], [0.055, -0.514, -0.036], [0.526, -0.098, -0.172], [-0.126, -0.418, -0.469], [-0.110, 0.634, -0.607], [-0.281, 0.374, -0.249], [0.450, 0.326, -0.379], [0.051, -0.317, 0.056], [-0.518, -0.193, -0.026], [-1.810, -0.179, 0.434], [-0.147, -0.448, -0.066], [0.456, -0.446, -0.282], [1.884, 0.826, -0.573], [0.428, 0.155, 0.148], [0.297, 0.027, -0.038], [-1.806, -0.229, 1.317], [0.320, -0.046, -0.470], [-1.330, 0.410, -0.233], [-0.080, 0.138, 0.267], [-0.134, -0.154, -0.516], [-2.287, -0.400, -2.292], [1.822, -0.543, -0.429], [-0.737, 0.524, 2.349], [0.104, 0.013, 0.142], [-0.242, 0.256, 0.170], [0.148, -0.058, 0.038], [0.044, -0.201, -0.119], [-0.053, -0.091, -0.029], [-0.114, 0.079, 0.091], [-0.005, -0.136, -0.026], [0.010, 0.055, 0.000], [-0.296, -0.230, -0.038], [-0.046, 0.057, -0.001], [0.552, -0.072, 0.155], [0.461, -0.041, 0.084], [0.780, 0.069, 1.826], [-0.279, -0.044, -1.463]]}